Computed, not measured: a 3-piece molecular cluster, C38H66N4O3 overall at a distorted geometry, with ωB97M-V with the def2-TZVPD basis set.

The HOMO-LUMO gap comes out at 8.0772 eV. The expectation value of S² is 2.009. The calculation puts the HOMO energy at -8.3522 eV. The spin multiplicity is 3. The molar mass comes out at 626.97 g mol⁻¹.

Positions of all 111 atoms, in Å:
C (-7.96567, -3.52436, 4.31964)
O (-7.81129, -2.97860, 2.99620)
C (-6.61227, -3.47512, 2.36497)
C (-5.42216, -2.41116, 2.48081)
C (-4.58620, -2.39770, 1.12118)
C (-5.22760, -1.38320, 0.07246)
C (-4.18528, -0.33016, -0.47496)
C (-3.91468, 0.74144, 0.65447)
C (-2.45591, 1.39969, 0.56805)
C (-2.07806, 1.76656, 2.05066)
C (-2.60290, 3.00115, 2.59209)
C (-2.31402, 3.38230, 4.00721)
C (-1.49831, 2.48046, 4.79744)
C (-0.92532, 1.21249, 4.24538)
N (-0.16821, 0.42451, 5.10353)
C (0.26225, -0.71636, 4.51099)
C (1.09016, -1.70944, 5.41270)
C (0.01193, -2.40876, 6.37187)
C (-0.86638, -3.42851, 5.53838)
C (0.64377, -3.00022, 7.68532)
C (-0.01646, -1.04927, 3.08544)
N (-0.74479, -0.30838, 2.21408)
C (-1.20988, 0.83237, 2.85449)
H (-8.69974, -4.37695, 4.30155)
H (-6.99804, -3.89424, 4.76304)
H (-8.37673, -2.68626, 4.95486)
H (-6.79002, -3.60526, 1.25755)
H (-6.25556, -4.43807, 2.83354)
H (-5.81641, -1.38760, 2.71641)
H (-4.72829, -2.70293, 3.32251)
H (-3.54907, -2.06305, 1.39894)
H (-4.52950, -3.42468, 0.65473)
H (-5.76067, -1.95126, -0.73766)
H (-6.02280, -0.79261, 0.62107)
H (-4.64083, 0.20530, -1.36365)
H (-3.23627, -0.79737, -0.85152)
H (-4.72162, 1.53217, 0.65911)
H (-3.97538, 0.25335, 1.67397)
H (-1.72926, 0.65868, 0.13717)
H (-2.50011, 2.34904, -0.02558)
H (-3.25067, 3.65838, 1.95681)
H (-2.67941, 4.30691, 4.50493)
H (-1.30698, 2.75277, 5.86873)
H (1.65588, -2.46735, 4.80741)
H (1.78889, -1.04501, 6.00185)
H (-0.67317, -1.56725, 6.68189)
H (-0.65480, -3.35509, 4.43010)
H (-1.94857, -3.14913, 5.68912)
H (-0.69893, -4.49874, 5.82756)
H (0.90803, -2.16254, 8.38998)
H (1.50151, -3.69379, 7.49309)
H (-0.17086, -3.58208, 8.21363)
H (0.39507, -2.02094, 2.69811)
C (2.19344, 5.00111, -1.98609)
C (0.95053, 4.08208, -1.89797)
C (1.29696, 2.63449, -2.29726)
C (1.39650, 2.39987, -3.79401)
C (0.13877, 2.89755, -4.49385)
C (-0.15540, 4.37427, -4.18594)
N (-0.16010, 4.66593, -2.71185)
O (-1.30582, 4.20377, -2.21819)
C (0.88514, 5.24909, -4.92038)
C (-1.49025, 4.76453, -4.85754)
C (0.65431, 4.05516, -0.38334)
H (2.36599, 5.44682, -2.96063)
H (2.10571, 5.84319, -1.29434)
H (3.10398, 4.45640, -1.72498)
H (0.52897, 1.95703, -1.90479)
H (2.23412, 2.32768, -1.82377)
H (2.29179, 2.88512, -4.19465)
H (1.51895, 1.32920, -3.98468)
H (0.24593, 2.75382, -5.57315)
H (-0.70742, 2.27167, -4.18838)
H (0.80167, 6.29756, -4.62443)
H (0.72767, 5.20896, -6.00138)
H (1.91296, 4.91726, -4.77585)
H (-2.31951, 4.13596, -4.53339)
H (-1.42000, 4.65233, -5.94094)
H (-1.74093, 5.80727, -4.64459)
H (0.32953, 5.03381, -0.02139)
H (1.55211, 3.78103, 0.17656)
H (-0.11295, 3.32436, -0.11995)
C (6.20287, -3.48931, -3.30598)
C (4.79956, -2.97652, -3.71171)
C (4.89712, -1.67670, -4.53625)
C (5.14627, -0.42317, -3.70893)
C (4.11527, -0.31781, -2.59221)
C (4.08531, -1.56854, -1.70161)
N (3.94702, -2.83546, -2.49221)
O (2.67733, -2.92651, -2.87841)
C (5.36713, -1.59100, -0.83892)
C (2.95628, -1.40808, -0.65910)
C (4.30355, -4.07196, -4.68197)
H (6.58977, -3.08029, -2.37807)
H (6.19593, -4.57327, -3.16362)
H (6.94161, -3.26542, -4.07919)
H (3.96325, -1.52962, -5.09155)
H (5.68098, -1.77020, -5.29296)
H (6.16507, -0.42615, -3.31079)
H (5.07499, 0.45751, -4.35469)
H (4.33286, 0.56847, -1.98802)
H (3.12827, -0.14596, -3.03657)
H (5.45767, -2.52986, -0.28740)
H (5.34745, -0.78660, -0.09894)
H (6.27966, -1.42213, -1.41004)
H (1.98185, -1.24731, -1.12052)
H (3.14478, -0.54223, -0.02149)
H (2.89458, -2.29026, -0.01591)
H (4.13841, -5.01911, -4.16289)
H (5.04743, -4.24868, -5.46298)
H (3.37668, -3.79532, -5.18760)

Forces on the atoms, in the same order (eV/Å):
-0.5 0.4 0.3
1.0 -1.2 0.4
0.9 1.1 -0.3
0.4 -1.0 -0.4
-0.3 0.7 0.4
0.1 0.0 0.4
-0.9 0.5 -0.1
0.7 -0.4 0.0
-0.8 0.0 1.3
0.1 1.3 0.4
1.2 -1.5 1.1
1.6 -2.9 -0.3
-0.9 0.6 -1.6
-0.9 1.0 0.1
-0.2 -1.4 -2.7
0.2 0.3 -0.4
-1.2 0.9 0.1
0.4 0.4 -0.3
-0.1 0.3 -0.1
-1.1 0.0 0.0
-0.2 0.2 0.1
1.1 0.0 3.6
-1.3 2.1 -0.5
0.6 0.7 0.1
-0.9 0.5 -0.5
0.4 -1.0 -0.5
-0.2 -0.1 1.2
-0.6 0.8 -0.7
0.2 -1.0 -0.3
-0.7 0.3 -0.7
-0.8 -0.3 -0.5
0.0 1.0 0.7
0.6 0.6 0.6
0.7 -0.6 -0.7
0.5 -0.6 0.9
-0.8 0.3 0.6
0.9 -0.8 -0.1
0.0 0.3 -1.1
-0.7 0.9 0.4
0.2 -0.9 0.3
0.8 -0.7 0.6
0.2 -0.8 -0.7
0.0 -0.5 -1.2
-0.5 0.7 0.5
-0.6 -0.9 -0.5
0.8 -0.9 -0.2
-0.2 0.0 1.2
1.0 -0.6 -0.2
-0.2 1.0 -0.1
0.1 -0.9 -0.8
-0.6 0.7 0.2
0.9 0.5 -0.5
-0.4 1.1 0.4
0.2 0.2 -0.4
1.9 0.6 1.0
-0.3 -0.3 -0.3
0.1 -0.1 -0.1
0.1 -0.3 0.3
0.4 0.9 -1.8
-2.1 -2.9 0.6
0.9 1.1 -0.3
0.4 0.0 0.0
-0.3 -0.1 0.7
-0.8 0.0 -0.1
0.0 -0.1 -0.1
-0.1 -0.1 0.0
-0.1 -0.1 0.1
-0.1 0.2 0.0
-0.1 0.2 0.1
0.0 0.0 0.0
0.0 0.1 0.0
-0.1 0.3 0.0
0.0 0.2 0.1
0.0 -0.1 0.1
-0.2 -0.1 0.1
0.0 0.1 0.1
0.1 0.1 0.2
0.3 0.0 0.1
0.0 -0.1 0.0
0.0 0.0 -0.1
0.1 0.1 -0.3
0.0 0.1 -0.1
0.3 0.1 0.3
1.8 -1.0 -0.7
-0.3 0.4 0.2
0.0 0.0 -0.1
0.0 0.0 -0.5
0.8 0.8 1.8
-2.7 1.4 -1.9
1.1 -0.5 0.8
0.4 0.0 -0.1
-0.4 -0.4 -0.5
-0.8 0.1 0.3
-0.1 0.1 0.0
-0.1 0.1 -0.1
-0.1 0.0 -0.1
-0.1 -0.1 0.1
0.0 -0.3 0.1
0.0 0.0 0.1
0.0 0.0 0.0
-0.1 -0.2 0.2
0.0 -0.2 0.1
0.0 0.0 -0.1
-0.2 0.0 -0.1
0.0 -0.1 0.0
0.1 -0.2 -0.1
0.2 0.0 -0.1
0.0 0.0 -0.1
0.0 0.1 0.0
0.1 0.2 0.2
0.0 0.0 0.2